No. 1
{"formula": "C16H38N2O6S", "method": "ωB97M-V/def2-TZVPD", "symbols": ["C", "C", "C", "C", "C", "C", "C", "C", "O", "S", "O", "O", "O", "H", "H", "H", "H", "H", "H", "H", "H", "H", "H", "H", "H", "H", "H", "H", "H", "C", "O", "C", "C", "C", "N", "H", "H", "H", "H", "H", "H", "H", "H", "H", "H", "H", "C", "O", "C", "C", "C", "N", "H", "H", "H", "H", "H", "H", "H", "H", "H", "H", "H"], "coordinates": [[-1.46750, 0.39538, -4.87911], [-0.17233, -0.40928, -4.49559], [-0.49201, -1.91351, -4.23972], [0.00887, -2.47601, -2.87912], [-0.25810, -1.56483, -1.65211], [0.40150, -2.26307, -0.39603], [1.73245, -1.61856, 0.04809], [1.84130, -0.07198, 0.20416], [3.27752, 0.19518, 0.19872], [3.88807, -0.85057, -0.90934], [5.26446, -1.29695, -0.72881], [3.46839, -0.35546, -2.23352], [2.92756, -2.15706, -0.55682], [-1.17340, 1.15728, -5.62095], [-2.20786, -0.25247, -5.37150], [-1.89364, 0.91869, -4.00967], [0.37713, 0.08302, -3.68411], [0.47570, -0.34066, -5.38610], [-1.55537, -2.16719, -4.37365], [0.03944, -2.48351, -5.02495], [-0.56217, -3.40784, -2.69457], [1.06943, -2.77628, -2.87761], [0.13530, -0.54462, -1.74210], [-1.33987, -1.49641, -1.44654], [0.64521, -3.29009, -0.72146], [-0.28752, -2.34549, 0.45563], [1.84600, -1.95898, 1.09921], [1.43818, 0.55561, -0.60225], [1.54122, 0.16759, 1.22871], [1.98847, 4.97353, 1.93116], [2.04007, 3.70766, 2.56592], [3.14892, 2.90351, 2.19683], [4.44222, 3.20808, 2.97306], [5.15718, 4.46575, 2.49241], [4.20009, 3.32055, 4.41544], [2.36314, 4.93080, 0.90479], [2.54774, 5.71581, 2.50455], [0.94565, 5.29147, 1.90617], [2.85314, 1.87666, 2.43112], [3.31271, 2.94283, 1.11321], [5.12222, 2.36691, 2.80841], [4.65610, 5.37860, 2.81603], [6.17051, 4.49989, 2.89442], [5.23141, 4.48368, 1.40278], [3.80737, 2.44558, 4.75202], [3.44553, 3.98984, 4.54455], [-4.29654, -0.03179, 0.63074], [-3.61823, -1.22191, 0.26616], [-3.57469, -2.21404, 1.27410], [-4.82823, -3.10341, 1.35535], [-6.01044, -2.42629, 2.03955], [-5.25059, -3.57408, 0.03217], [-4.15109, 0.21422, 1.68607], [-5.36221, -0.11131, 0.40638], [-3.89172, 0.78058, 0.02629], [-2.72781, -2.85482, 1.00929], [-3.33759, -1.76656, 2.24724], [-4.56403, -3.97816, 1.95736], [-6.48677, -1.67935, 1.40396], [-6.77388, -3.16393, 2.28982], [-5.70192, -1.93962, 2.96761], [-4.49138, -4.10530, -0.38589], [-5.33333, -2.75734, -0.56792]], "forces_ev_per_angstrom": [[0.989, 0.225, -0.004], [-1.013, -0.064, -1.038], [1.229, -0.241, 0.171], [-0.788, 0.291, 0.088], [0.033, -1.087, 0.857], [0.369, 0.625, -1.587], [-0.802, -0.832, 2.578], [0.689, -0.310, -0.343], [0.996, -1.656, -0.701], [0.337, -1.041, -2.749], [-2.630, 1.469, 0.408], [0.800, -0.712, 2.736], [0.513, 2.342, -0.596], [-0.300, -0.091, 0.349], [0.170, 0.206, 0.344], [-0.110, -0.335, -0.314], [-0.231, -0.246, -0.129], [-0.051, -0.129, 0.465], [0.246, 0.438, 0.189], [-0.346, 0.086, 0.287], [0.349, 0.274, -0.019], [-0.235, 0.370, -0.266], [-0.157, -0.354, -0.248], [0.310, 0.143, -0.293], [-0.046, 0.282, 0.476], [0.305, 0.278, -0.159], [0.004, 0.083, -0.402], [-0.320, -0.335, 0.477], [-0.372, 0.349, -0.547], [-0.172, 0.028, 0.246], [0.082, -0.014, -0.271], [0.042, -0.243, 0.134], [-0.131, 0.315, 0.019], [0.193, 0.036, -0.099], [-0.146, -0.190, -0.109], [0.079, -0.010, 0.019], [0.073, 0.076, -0.156], [-0.001, -0.076, 0.007], [-0.032, 0.033, 0.067], [0.045, 0.110, -0.014], [-0.093, -0.064, -0.008], [-0.060, -0.055, 0.010], [-0.054, -0.026, 0.042], [-0.026, 0.009, 0.012], [0.128, -0.026, 0.061], [0.079, 0.079, 0.034], [-0.009, 0.018, -0.317], [0.046, 0.123, 0.217], [0.174, -0.337, -0.023], [-0.181, 0.300, -0.144], [-0.105, -0.041, 0.189], [0.278, 0.007, 0.031], [-0.041, -0.063, 0.028], [-0.049, 0.077, 0.163], [0.056, -0.056, 0.002], [-0.014, 0.004, -0.065], [-0.108, 0.069, 0.037], [0.102, 0.009, -0.044], [0.075, -0.004, -0.040], [0.035, -0.005, -0.065], [0.002, 0.019, -0.026], [-0.081, -0.119, 0.023], [-0.123, -0.009, 0.007]], "largest_force_ha_per_bohr": 0.0591, "smiles": "CCCCCC[C@@H]1COS(=O)(=O)O1.COC[C@@H](C)N.COC[C@@H](C)N", "total_energy_ha": -1591.4619, "e_lumo_ha": 0.011, "total_charge": 0, "orbital_gap_ev": 9.66}

=====

No. 2
{"formula": "C23H30N4O3", "method": "ωB97M-V/def2-TZVPD", "symbols": ["C", "C", "C", "C", "N", "C", "C", "O", "C", "C", "N", "C", "C", "C", "C", "N", "C", "O", "C", "C", "C", "O", "N", "C", "C", "C", "C", "C", "C", "C", "H", "H", "H", "H", "H", "H", "H", "H", "H", "H", "H", "H", "H", "H", "H", "H", "H", "H", "H", "H", "H", "H", "H", "H", "H", "H", "H", "H", "H", "H"], "coordinates": [[0.65365, 3.71497, -2.52809], [1.60009, 3.02125, -1.59980], [2.73484, 3.64252, -1.16216], [3.62500, 2.97361, -0.27816], [4.73372, 3.60122, 0.23433], [5.47103, 4.61341, -0.48925], [6.58979, 3.95100, -1.30786], [7.45162, 3.20523, -0.48089], [6.74224, 2.21105, 0.23197], [5.62595, 2.82906, 1.07893], [3.38026, 1.75448, 0.15691], [2.26663, 1.11946, -0.25073], [2.03160, -0.18608, 0.22918], [0.92624, -0.88260, -0.16445], [-0.00465, -0.31177, -1.05648], [-1.10251, -1.09858, -1.41159], [-2.19290, -0.75888, -2.13696], [-2.39672, 0.32629, -2.64436], [-3.19437, -1.90536, -2.25958], [-4.01953, -2.07635, -0.97898], [-3.27293, -2.83161, 0.10805], [-2.15468, -3.29933, -0.07164], [-3.91222, -2.96690, 1.28448], [-5.22469, -2.41871, 1.56671], [-5.79984, -3.02300, 2.84741], [-5.57975, -4.53206, 2.83270], [-4.07700, -4.85038, 2.85607], [-3.25619, -3.64673, 2.38347], [0.20072, 0.96113, -1.53911], [1.33065, 1.69668, -1.14797], [0.99802, 4.72308, -2.74723], [-0.33906, 3.77191, -2.08471], [0.56865, 3.16324, -3.46322], [2.93748, 4.65428, -1.47805], [4.82231, 5.18730, -1.14694], [5.91867, 5.29244, 0.24487], [7.21174, 4.70174, -1.79894], [6.13697, 3.29565, -2.06954], [7.47875, 1.70604, 0.85827], [6.29946, 1.48863, -0.46960], [5.04523, 2.04918, 1.56794], [6.05896, 3.50689, 1.82133], [2.75132, -0.61312, 0.91018], [0.74617, -1.88345, 0.20305], [-1.12706, -2.02510, -0.98660], [-3.86358, -1.66443, -3.08615], [-2.66949, -2.83596, -2.48071], [-4.32062, -1.09693, -0.60018], [-4.92861, -2.63640, -1.21577], [-5.16802, -1.32538, 1.65612], [-5.89926, -2.65473, 0.73751], [-6.86473, -2.79212, 2.89437], [-5.32716, -2.58693, 3.72794], [-6.07868, -4.99433, 3.68447], [-6.03167, -4.93813, 1.92545], [-3.87310, -5.70788, 2.21468], [-3.75506, -5.10749, 3.86563], [-3.11320, -2.93494, 3.20322], [-2.27462, -3.96435, 2.02942], [-0.51589, 1.38829, -2.21895]], "forces_ev_per_angstrom": [[0.057, 0.008, 0.048], [0.274, 0.118, 0.079], [-0.201, -0.032, -0.207], [-0.373, -0.558, 0.237], [0.181, 0.181, 0.207], [0.280, -0.033, -0.333], [-0.211, 0.287, -0.015], [0.139, 0.073, 0.008], [-0.250, -0.083, 0.293], [0.273, -0.278, 0.029], [0.501, 0.373, 0.021], [-0.520, 0.139, -0.416], [-0.176, -0.082, -0.079], [0.081, 0.071, 0.032], [0.099, 0.558, -0.182], [0.217, -0.371, 0.226], [-0.234, -0.485, -0.136], [-0.037, 0.292, -0.088], [-0.075, 0.100, 0.079], [0.226, -0.093, -0.232], [-0.294, 0.152, -0.036], [0.307, -0.212, -0.176], [0.075, -0.208, 0.146], [-0.394, 0.398, -0.003], [-0.028, -0.183, -0.184], [-0.007, 0.084, 0.140], [0.011, 0.120, -0.079], [0.370, -0.317, 0.177], [-0.194, -0.115, -0.069], [0.424, -0.275, 0.430], [-0.009, 0.035, -0.026], [-0.104, 0.012, -0.032], [-0.068, -0.011, -0.078], [-0.023, 0.060, -0.030], [0.025, 0.035, 0.045], [-0.043, 0.020, -0.112], [-0.084, -0.023, -0.037], [0.036, 0.066, 0.028], [-0.081, -0.042, -0.014], [0.045, 0.023, 0.057], [0.171, 0.104, 0.058], [0.007, -0.050, -0.016], [0.071, -0.041, 0.065], [0.009, -0.109, 0.059], [-0.149, 0.161, -0.172], [0.117, 0.032, 0.056], [-0.057, 0.009, -0.021], [-0.131, -0.034, 0.019], [-0.032, 0.084, 0.082], [-0.075, -0.081, -0.051], [0.019, 0.066, 0.087], [0.036, 0.085, 0.023], [-0.031, 0.066, 0.038], [-0.058, -0.053, -0.060], [-0.058, -0.041, 0.002], [0.068, -0.029, 0.033], [0.030, -0.049, 0.014], [0.040, -0.044, -0.043], [-0.135, 0.123, 0.140], [-0.058, -0.005, -0.028]], "largest_force_ha_per_bohr": 0.0138, "smiles": "Cc1cc(N2CCOCC2)nc2ccc(NC(=O)CCC(=O)N3CCCCC3)cc12", "total_energy_ha": -1339.2410, "relative_energy_kcal_mol": 22.0, "e_lumo_ha": 0.021, "total_charge": 0, "orbital_gap_ev": 7.72}

=====

No. 3
{"formula": "C6H12N3O2PS2", "method": "ωB97M-V/def2-TZVPD", "symbols": ["C", "C", "C", "C", "C", "C", "N", "N", "N", "O", "O", "P", "S", "S", "H", "H", "H", "H", "H", "H", "H", "H", "H", "H", "H", "H"], "coordinates": [[-0.70153, -3.68446, 0.54782], [-0.56577, 0.86185, -1.63296], [-2.43767, 2.65075, -2.05066], [-1.20783, 3.19312, -2.62792], [2.69515, -1.07966, 1.85146], [2.07180, -0.46673, 0.62555], [-1.12272, 2.09771, -1.67186], [-1.20699, -2.46627, 0.83956], [-0.83104, 0.02831, -0.65900], [-0.29036, -2.42829, -1.66773], [1.27769, -1.38356, -0.05452], [0.25970, -1.16773, -1.20031], [0.39916, -4.46626, 1.45349], [0.87113, 0.42095, -2.60532], [-1.17773, -4.28130, -0.26757], [-3.17372, 3.09936, -1.34549], [-3.00938, 2.01197, -2.74579], [-1.14823, 2.88091, -3.80128], [-0.70790, 4.08435, -2.43962], [3.28399, -1.87798, 1.52961], [3.36699, -0.31118, 2.35533], [1.97420, -1.64439, 2.59707], [2.76128, -0.13327, -0.08997], [1.62606, 0.49545, 1.00395], [-0.57704, -2.02099, 1.61894], [-1.82165, -1.92170, 0.26903]], "forces_ev_per_angstrom": [[-1.723, -0.702, -0.371], [0.113, 0.861, 1.292], [-1.503, -1.124, 0.537], [0.067, -3.070, -4.099], [-0.666, -0.106, 1.817], [-0.265, 2.040, 1.953], [-0.865, 1.486, -0.375], [2.514, -0.271, 2.884], [0.375, -0.415, -1.756], [0.373, -0.068, -1.282], [-0.176, -0.799, 0.095], [-1.110, 1.052, 0.343], [0.591, 0.035, 0.284], [-0.456, -0.648, 0.373], [0.275, 1.069, 0.488], [1.356, -0.064, -0.058], [0.427, 0.235, 0.263], [0.223, 0.785, 2.823], [0.527, 1.447, 0.801], [1.397, -1.338, -0.447], [-1.054, -1.018, -0.423], [1.018, 1.757, -1.426], [1.657, 0.424, -0.713], [-0.830, -0.960, -0.812], [-2.174, -0.667, -2.018], [-0.093, 0.059, -0.170]], "largest_force_ha_per_bohr": 0.0996, "total_energy_ha": -1688.2560, "relative_energy_kcal_mol": 0.0, "e_lumo_ha": 0.009, "total_charge": 0, "orbital_gap_ev": 8.13}